The following is a DFT calculation (ωB97M-V/def2-TZVPD) of 2 unconnected molecules or ions with the total composition Cl2O2S.

Positions of all 5 atoms, in Å:
O1 -1.3799 1.2230 0.2362
O2 0.3766 -0.2428 1.0973
S1 -0.8836 -0.0814 0.2839
Cl1 2.2277 -0.2906 1.0090
Cl2 -0.3408 -0.6082 -2.6263

Cartesian forces (eV/Å) of the 2 atoms listed first:
O -1.23 2.77 -0.33
O -4.08 -0.32 0.34

Results
Kohn-Sham gap (alpha / beta) = 7.26 / 6.07 eV
Molecular weight = 134.97 g/mol
Energy relative to the best compared isomer or geometry (same formula, charge and spin) = 23.9 kcal/mol
⟨S²⟩ = 2.03
Spin multiplicity = 3

Mulliken population analysis, charges in e, atoms 1 to 4: atom 1 (O): -0.2917, atom 2 (O): -0.2737, atom 3 (S): 0.6283, atom 4 (Cl): -0.0710

=====

The following is a DFT calculation (ωB97M-V/def2-TZVPD) of Cl2O3S2 in the gas phase.

Positions of all 7 atoms, in Å:
O1 -0.2031 2.0927 1.9346
O2 -0.4176 -0.2050 0.3096
O3 1.2263 -2.1906 -0.1224
S1 -0.5938 1.8203 0.6048
S2 -0.1630 -1.9011 -0.0676
Cl1 1.0055 2.2831 -0.5969
Cl2 -0.8543 -1.8995 -2.0622

Cartesian forces (eV/Å) of the 2 atoms listed first:
O 0.01 -0.07 0.53
O -0.10 -0.61 0.25

Results
Kohn-Sham gap (alpha / beta) = 7.90 / 7.90 eV
Molecular weight = 183.04 g/mol
Energy relative to the best compared isomer or geometry (same formula, charge and spin) = 38.8 kcal/mol

Mulliken population analysis, charges in e, atoms 1 to 4: atom 1 (O): -0.3024, atom 2 (O): -0.5217, atom 3 (O): -0.3715, atom 4 (S): 0.8069

=====

The following is a DFT calculation (ωB97M-V/def2-TZVPD) of a molecular structure, Cl2O8Pb.

Positions of all 11 atoms, in Å:
Pb1 2.2588 0.0699 1.2098
Cl1 1.2413 0.6415 -1.7685
O1 1.5080 0.5928 -3.1849
O2 2.4240 1.2204 -1.1540
O3 0.0436 1.2653 -1.2676
O4 1.2340 -0.7627 -1.4072
Cl2 -1.7527 -0.6310 1.4609
O5 -0.4176 -0.1010 1.7000
O6 -2.2439 -1.0735 2.7494
O7 -2.5497 0.4855 1.0813
O8 -1.7458 -1.7072 0.5807

Cartesian forces (eV/Å) of the 2 atoms listed first:
Pb -2.75 -0.05 -2.08
Cl -1.61 -1.90 -3.28

Results
Kohn-Sham gap = 5.52 eV
Molecular weight = 406.10 g/mol
Energy relative to the best compared isomer or geometry (same formula, charge and spin) = 21.3 kcal/mol

Mulliken population analysis, charges in e, atoms 1 to 4: atom 1 (Pb): 1.4743, atom 2 (Cl): 1.6390, atom 3 (O): -0.5952, atom 4 (O): -0.6612

=====

The following is a DFT calculation (ωB97M-V/def2-TZVPD) of 2 unconnected molecules or ions with the total composition Cl2S2.

Positions of all 4 atoms, in Å:
S1 1.0217 -0.8307 0.6558
S2 -0.8447 0.9662 -2.3190
Cl1 1.2479 -0.1327 2.4538
Cl2 -1.4250 -0.0029 -0.7906

Cartesian forces (eV/Å) of the 2 atoms listed first:
S -0.88 -0.09 -1.45
S 0.36 0.55 -0.91

Results
Kohn-Sham gap (alpha / beta) = 4.65 / 4.62 eV
Molecular weight = 135.04 g/mol
Energy relative to the best compared isomer or geometry (same formula, charge and spin) = 89.2 kcal/mol

Mulliken charges, unit e, in atom order: atom 1 (S): 0.0311, atom 2 (S): -0.0450, atom 3 (Cl): -0.0367, atom 4 (Cl): 0.0506

=====

The following is a DFT calculation (ωB97M-V/def2-TZVPD) of 2 unconnected molecules or ions with the total composition Cl2S2.

Positions of all 4 atoms, in Å:
S1 -0.8320 0.9470 0.4762
S2 1.1306 -1.2394 -0.5396
Cl1 -1.3444 0.8339 2.4757
Cl2 1.0458 -0.5416 -2.4122

Cartesian forces (eV/Å) of the 2 atoms listed first:
S 0.84 -1.37 0.65
S -1.35 1.58 0.45

Results
Kohn-Sham gap (alpha / beta) = 5.85 / 5.85 eV
Molecular weight = 135.04 g/mol
Energy relative to the best compared isomer or geometry (same formula, charge and spin) = 69.6 kcal/mol

Mulliken charges, unit e, in atom order: atom 1 (S): 0.0757, atom 2 (S): 0.0528, atom 3 (Cl): -0.0862, atom 4 (Cl): -0.0423

=====

The following is a DFT calculation (ωB97M-V/def2-TZVPD) of Cl3HSSi in the gas phase.

Positions of all 6 atoms, in Å:
Si1 0.3846 -0.2995 -0.2567
S1 -1.4824 0.8034 -0.1933
Cl1 0.5716 -1.2069 1.6151
Cl2 1.7159 1.1023 -0.4986
Cl3 0.4785 -1.5489 -1.7686
H1 -1.6682 1.1496 1.1021

Cartesian forces (eV/Å) of the 2 atoms listed first:
Si -2.08 0.34 2.58
S -0.35 -0.36 -0.45

Results
Kohn-Sham gap = 10.27 eV
Molecular weight = 167.52 g/mol
Energy relative to the best compared isomer or geometry (same formula, charge and spin) = 0.0 kcal/mol

Mulliken population analysis, charges in e, atoms 1 to 4: atom 1 (Si): 0.7436, atom 2 (S): -0.3402, atom 3 (Cl): -0.2348, atom 4 (Cl): -0.1628

=====

The following is a DFT calculation (ωB97M-V/def2-TZVPD) of 3 unconnected molecules or ions with the total composition Cl3O12.

Positions of all 15 atoms, in Å:
Cl1 -3.1726 0.6902 2.0605
O1 -3.7093 -0.6277 2.1041
O2 -3.4165 1.3251 0.8698
O3 -3.9582 1.4190 3.0581
O4 -1.7741 0.9334 2.1988
Cl2 3.1762 1.3483 -2.3277
O5 2.4952 2.2256 -3.1444
O6 2.2245 0.6102 -1.7274
O7 4.0903 0.3267 -2.8821
O8 3.8684 1.8056 -1.1675
Cl3 0.0835 -2.0246 0.2191
O9 -0.0981 -3.3710 -0.1304
O10 1.4397 -1.7430 -0.0902
O11 -0.7589 -1.2307 -0.5534
O12 -0.4901 -1.6872 1.5128

Cartesian forces (eV/Å) of the 2 atoms listed first:
Cl -1.62 2.70 2.86
O 1.21 -1.94 -0.31

Results
Total charge = -2
Kohn-Sham gap (alpha / beta) = 8.06 / 3.54 eV
Molecular weight = 298.35 g/mol
⟨S²⟩ = 0.76
Spin multiplicity = 2

Mulliken population analysis, charges in e, atoms 1 to 4: atom 1 (Cl): 1.6724, atom 2 (O): -0.6425, atom 3 (O): -0.6466, atom 4 (O): -0.7605

=====

The following is a DFT calculation (ωB97M-V/def2-TZVPD) of a molecular structure, Cl4FO16Sr.

Positions of all 22 atoms, in Å:
Sr1 0.4802 0.7534 -0.5109
F1 2.5771 0.9707 -2.0564
Cl1 -0.6683 -1.5932 -3.8563
O1 -1.9861 -1.1340 -4.3796
O2 0.4247 -2.0002 -4.7882
O3 0.0303 -0.9599 -2.7994
O4 -0.8202 -2.9227 -3.6905
Cl2 -3.1885 0.5099 -1.0318
O5 -3.8326 -0.3228 -2.0239
O6 -1.9232 0.9626 -1.3866
O7 -4.1066 1.6422 -0.8556
O8 -3.2685 -0.3287 0.1953
Cl3 3.3085 -0.9637 2.0315
O9 3.7655 -0.5778 3.2968
O10 4.3305 -1.4869 1.1978
O11 2.5343 -1.9738 2.4682
O12 2.6234 -0.0707 1.2674
Cl4 -0.1028 1.9009 3.3790
O13 0.3246 3.1838 3.1011
O14 -0.9710 2.1991 4.4894
O15 -0.5463 1.2356 2.1022
O16 1.0150 0.9762 3.8506

Cartesian forces (eV/Å) of the 2 atoms listed first:
Sr 1.75 -0.76 -0.63
F -1.59 0.35 1.12

Results
Total charge = -3
Kohn-Sham gap = 6.91 eV
Molecular weight = 504.41 g/mol
Energy relative to the best compared isomer or geometry (same formula, charge and spin) = 156.7 kcal/mol

Mulliken population analysis, charges in e, atoms 1 to 4: atom 1 (Sr): 1.8270, atom 2 (F): -0.8990, atom 3 (Cl): 1.4312, atom 4 (O): -0.5892

=====

The following is a DFT calculation (ωB97M-V/def2-TZVPD) of a molecular structure, Cl4Mg.

Positions of all 5 atoms, in Å:
Mg1 0.6723 9.1923 -19.1968
Cl1 0.7517 8.3487 -16.9577
Cl2 0.8556 7.3032 -20.4644
Cl3 -1.4948 9.9109 -19.3768
Cl4 2.1254 10.9238 -19.3244

Cartesian forces (eV/Å) of the 2 atoms listed first:
Mg -0.30 -0.39 0.80
Cl 0.15 -0.07 0.31

Results
Total charge = -2
Kohn-Sham gap = 8.26 eV
Molecular weight = 166.12 g/mol
Energy relative to the best compared isomer or geometry (same formula, charge and spin) = 5.4 kcal/mol

Mulliken population analysis, charges in e, atoms 1 to 4: atom 1 (Mg): 0.8015, atom 2 (Cl): -0.7401, atom 3 (Cl): -0.6856, atom 4 (Cl): -0.6929

=====

no.,energy (eV)
1,-39969.85082
2,-52855.09833
3,-46654.37594
4,-46711.57104
5,-46712.42333
6,-56301.24999
7,-62111.39396
8,-86371.33684
9,-55543.17058